No. 1
DFT (ωB97M-V with the def2-TZVPD basis set) results for the molecule C4H4O3.

frontier orbital gap = 11.43 eV
relative energy (zero: lowest compared OMol25 entry of this formula, charge and spin) = 44.3 kcal/mol
SMILES = O=C1OC[C@@]12CO2
maximum force = 0.71 eV/A
E_HOMO = -10.6 eV
E = -380.47643 a.u.

ORCA input file:
```
! wB97M-V def2-TZVPD RIJCOSX def2/J DEFGRID3
* xyz 0 1
O -0.32 2.07 -1.41
C -0.54 1.15 -0.69
O -1.76 0.61 -0.35
C -1.16 -0.36 0.55
C 0.21 0.12 0.13
C 1.46 -0.57 -0.16
O 1.33 0.35 0.93
H -1.44 -1.38 0.27
H -1.44 -0.16 1.59
H 2.08 -0.23 -0.99
H 1.56 -1.61 0.12
*
```

=====

No. 2
DFT (ωB97M-V with the def2-TZVPD basis set) results for a cluster of 2 separate species, C4H8O3S in total at a distorted geometry.

frontier orbital gap = 10.78 eV
relative energy (zero: lowest compared OMol25 entry of this formula, charge and spin) = 107.2 kcal/mol
SMILES = CS(=O)(=O)C1=CC1.O
maximum force = 4.02 eV/A
E_HOMO = -10.2 eV
E = -780.96235 a.u.

ORCA input file:
```
! wB97M-V def2-TZVPD RIJCOSX def2/J DEFGRID3
* xyz 0 1
C -2.57 -0.23 -0.75
S -0.75 -0.54 -1.03
O -0.64 -1.77 -1.79
O -0.11 0.62 -1.63
C 0.01 -0.83 0.52
C 0.08 -0.82 1.84
C 1.43 -1.05 1.12
H -2.81 0.49 -1.47
H -3.09 -1.17 -1.14
H -2.52 0.20 0.29
H -0.61 -0.95 2.67
H 2.02 -0.23 1.11
H 1.90 -2.01 1.10
O 2.79 1.02 -1.40
H 1.97 1.07 -1.83
H 3.07 0.18 -1.64
*
```

=====

No. 3
DFT (ωB97M-V with the def2-TZVPD basis set) results for a cluster of 2 separate species, C6H15N3 in total at a distorted geometry.

frontier orbital gap = 8.69 eV
relative energy (zero: lowest compared OMol25 entry of this formula, charge and spin) = 73.9 kcal/mol
SMILES = [H]/N=C(\CC)N(C)C.C=N
maximum force = 4.07 eV/A
E_HOMO = -7.9 eV
E = -401.76944 a.u.

ORCA input file:
```
! wB97M-V def2-TZVPD RIJCOSX def2/J DEFGRID3
* xyz 0 1
H -0.09 2.32 0.58
N 0.27 1.41 1.29
C 0.39 0.34 0.67
C 0.87 0.31 -0.99
C 0.16 -0.57 -2.02
N 0.06 -0.90 1.16
C 0.81 -2.09 0.77
C -0.37 -0.92 2.55
H 1.87 -0.11 -0.79
H 1.10 1.31 -1.36
H 0.77 -1.41 -2.34
H -0.77 -0.96 -1.59
H -0.09 -0.01 -2.92
H 0.77 -2.28 -0.29
H 0.36 -2.95 1.26
H 1.87 -2.03 1.07
H -1.00 -1.79 2.71
H 0.48 -0.96 3.24
H -0.92 0.00 2.74
C -1.46 1.88 -1.19
N -0.98 2.86 -0.53
H -1.94 1.09 -0.63
H -1.51 1.84 -2.28
H -0.63 3.64 -1.09
*
```